1.
A molecular structure, C2H14CdO7, computed with ωB97M-V/def2-TZVPD.

XYZ file:
```
24
Properties=species:S:1:pos:R:3
Cd 14.96 -36.96 4.06
O 15.27 -39.70 0.23
C 14.60 -38.57 0.02
C 14.82 -37.50 1.10
O 14.98 -38.05 2.36
H 13.47 -38.76 0.00
H 14.82 -38.05 -0.95
H 13.94 -36.81 1.07
H 15.70 -36.88 0.81
O 17.06 -37.84 4.66
H 17.86 -38.11 4.20
H 17.29 -37.78 5.59
O 14.13 -38.64 5.35
H 14.69 -39.39 5.60
H 13.43 -38.62 6.01
O 13.09 -35.76 3.73
H 12.19 -35.96 4.00
H 13.01 -35.15 2.99
O 15.11 -35.93 6.15
H 14.41 -35.89 6.81
H 15.89 -35.57 6.58
O 16.03 -35.06 3.37
H 15.82 -34.14 3.20
H 16.98 -35.09 3.52
```

Summary:
E, eV: -21192.4624

---

2.
A molecular structure, C2H14HfO12, computed with ωB97M-V/def2-TZVPD.

XYZ file:
```
29
Properties=species:S:1:pos:R:3
Hf 0.06 -1.53 0.25
C 0.39 0.32 -1.41
O 0.72 -0.80 -1.54
O 0.56 1.32 -2.28
O -0.13 0.36 -0.30
H 1.30 1.19 -2.82
C 2.41 -1.68 1.21
O 1.64 -0.75 1.35
O 3.60 -1.79 1.75
O 1.83 -2.41 0.37
H 3.65 -1.05 2.31
O -2.13 -1.61 -0.29
H -2.68 -2.37 -0.20
H -2.75 -0.89 -0.19
O -0.84 -0.53 1.95
H -0.98 -0.86 2.83
H -1.16 0.39 2.06
O 0.17 3.95 0.07
H 0.78 4.60 -0.27
H -0.12 3.37 -0.71
O 1.23 2.25 2.24
H 1.14 1.37 2.51
H 1.19 2.28 1.27
O -2.68 1.26 -2.14
H -3.39 1.74 -1.70
H -2.14 2.01 -2.35
O -0.31 -3.13 -1.16
H -0.50 -4.04 -0.87
H -0.87 -2.94 -1.93
```

Summary:
Relative energy (zero: lowest compared OMol25 entry of this formula, charge and spin), kJ/mol: 218.3
Net charge: +2

---

3.
A molecular structure, C2H14LiO5, computed with ωB97M-V/def2-TZVPD.

XYZ file:
```
22
Properties=species:S:1:pos:R:3
Li -19.34 11.92 -1.92
C -18.11 12.86 1.49
C -16.99 12.59 2.50
O -16.68 11.22 2.60
H -18.99 12.36 1.89
H -17.92 12.37 0.52
H -18.31 13.92 1.34
H -17.36 12.97 3.45
H -16.08 13.16 2.26
H -16.37 10.91 1.74
O -17.32 11.77 -1.99
H -16.91 11.09 -1.43
H -16.59 12.36 -2.22
O -19.85 11.20 -3.81
H -20.34 11.29 -4.63
H -19.16 10.55 -3.99
O -19.97 10.48 -0.64
H -20.78 10.27 -0.16
H -19.42 9.69 -0.55
O -20.37 13.57 -1.73
H -21.31 13.79 -1.67
H -19.92 14.42 -1.80
```

Summary:
Net charge: +1
E, eV: -12740.0976

---

4.
4 unconnected molecules or ions with the total composition C2H14N3O3, computed with ωB97M-V/def2-TZVPD.

XYZ file:
```
22
Properties=species:S:1:pos:R:3
C -2.17 -0.32 1.57
N -1.07 -0.09 0.64
C -1.23 -0.23 -0.70
N -0.12 -0.31 -1.49
N -2.47 -0.20 -1.27
H -2.93 -0.84 1.00
H -2.59 0.62 1.95
H -1.78 -0.87 2.43
H -0.16 0.13 1.03
H 0.75 -0.50 -1.02
H -0.13 -0.26 -2.49
H -2.64 -0.85 -2.01
H -3.33 0.27 -1.02
H 1.69 3.02 0.07
H 1.34 2.34 -1.22
O 1.48 2.14 -0.27
H 2.35 -1.00 0.99
H 1.84 -1.20 2.41
O 1.51 -0.97 1.54
H 2.96 0.44 -0.71
H 3.82 -0.80 -0.67
O 2.89 -0.53 -0.75
```

Summary:
Relative energy (zero: lowest compared OMol25 entry of this formula, charge and spin), kJ/mol: 18.0
<S²>: 0.75
Multiplicity: 2

---

5.
4 unconnected molecules or ions with the total composition C2H14NO3, computed with ωB97M-V/def2-TZVPD.

XYZ file:
```
20
Properties=species:S:1:pos:R:3
C -0.39 -1.69 -0.75
N 0.19 -0.36 -0.93
C -0.27 0.39 -2.12
H 0.13 -2.18 0.07
H -1.42 -1.62 -0.39
H -0.35 -2.23 -1.68
H 1.20 -0.50 -1.02
H 0.06 0.22 -0.10
H -0.54 -0.23 -2.98
H 0.42 1.15 -2.47
H -1.16 0.92 -1.77
H 1.47 -0.24 1.67
H 2.97 -0.50 1.18
O 2.04 -0.60 0.95
H -0.49 -0.32 3.17
H -0.06 1.11 2.83
O 0.08 0.18 2.55
H -1.34 2.89 0.32
H -1.33 1.67 1.20
O -1.19 1.94 0.26
```

Summary:
Relative energy (zero: lowest compared OMol25 entry of this formula, charge and spin), kJ/mol: 0.0
<S²>: 0.75
Multiplicity: 2